1.
Entry from OMol25: 3 unconnected molecules or ions with the total composition C8H13ClF3O5 (ωB97M-V with the def2-TZVPD basis set).

Structure (ORCA input):
```
! wB97M-V def2-TZVPD RIJCOSX def2/J DEFGRID3
* xyz -1 1
Cl -1.61670 -2.13131 -2.84231
C 1.52952 -1.17802 -3.33828
C 0.91267 0.15915 -2.99311
O 1.86709 1.24786 -3.15670
C 1.37507 2.45458 -2.98361
O 0.22623 2.80780 -2.98755
C 2.62308 3.50889 -2.93746
F 2.52207 4.12454 -1.70741
F 3.85443 3.02872 -3.11615
F 2.46997 4.45622 -3.82733
H 0.80453 -1.86323 -3.04159
H 2.44297 -1.22995 -2.84651
H 1.71786 -1.27000 -4.41312
H 0.65457 0.07840 -1.93045
H 0.04420 0.40024 -3.56609
C -2.03415 -1.40435 4.85237
C -1.70244 0.04127 4.53553
O -0.49824 0.03957 3.72446
C -0.37206 -0.67482 2.58483
O 0.74305 -0.88181 2.15138
O -1.53159 -0.96255 2.01127
C -1.44604 -1.57659 0.65250
H -2.87671 -1.26363 5.59602
H -1.17281 -1.80083 5.36920
H -2.29595 -1.95344 3.94887
H -1.30752 0.51259 5.42450
H -2.51424 0.44173 3.97177
H -0.94403 -2.55398 0.68084
H -1.01764 -0.91738 -0.07965
H -2.45721 -1.63969 0.26377
*
```

F_max (eV/A): 3.0
LUMO energy (eV): 2.801
Orbital gap (eV): 7.3

2.
Entry from OMol25: a molecular structure, C41H56GeN8O2PSTi (ωB97M-V with the def2-TZVPD basis set).

Structure (ORCA input):
```
! wB97M-V def2-TZVPD RIJCOSX def2/J DEFGRID3
* xyz 0 2
Ti -0.37851 -0.07214 0.36445
C -2.39649 -2.24401 1.41023
N -0.93844 -2.17025 1.57717
C -0.66441 -2.06369 3.02072
C -0.36659 -3.42516 1.06058
C 1.15399 -3.48266 0.94264
N 1.66468 -3.14386 -0.38954
C 3.12560 -3.14390 -0.35242
C 1.24043 -4.10622 -1.39247
H -2.80274 -3.11938 1.93636
H -2.64957 -2.31037 0.35197
H -2.85560 -1.34203 1.80691
H -1.03771 -2.95634 3.54148
H -1.17962 -1.19468 3.42627
H 0.40160 -1.96000 3.21459
H -0.82232 -3.60037 0.08788
H -0.70494 -4.24347 1.71318
H 1.47942 -4.50123 1.21897
H 1.61982 -2.80765 1.66322
H 3.52100 -4.14716 -0.12283
H 3.48361 -2.44238 0.39535
H 3.51609 -2.84384 -1.32739
H 1.56041 -5.13073 -1.13825
H 1.68470 -3.84333 -2.35429
H 0.15755 -4.11267 -1.51449
N 5.51137 4.51771 4.88307
C 4.91624 3.39128 4.33133
C 4.42804 2.37271 5.15381
C 3.78750 1.27702 4.60853
C 3.63501 1.18098 3.23428
C 4.12091 2.18179 2.40460
C 4.75438 3.28279 2.94738
S 2.82523 -0.20478 2.51425
O 3.55758 -0.52694 1.30766
O 2.70223 -1.23329 3.51835
N 1.38593 0.29507 1.99017
C 0.49534 0.86066 2.83130
N -0.68752 1.03712 2.19455
C -1.64683 1.68384 2.84024
C -1.47896 2.10736 4.14561
C -0.25797 1.81435 4.73400
N 0.73231 1.19928 4.10054
H 5.89251 4.40291 5.80750
H 6.11862 5.03713 4.27110
H 4.54870 2.45049 6.22791
H 3.39445 0.49128 5.23787
H 4.01447 2.08955 1.33086
H 5.13493 4.06449 2.30021
H -2.56126 1.85377 2.29122
H -2.25976 2.63188 4.67478
H -0.06167 2.08890 5.76579
N 1.54838 0.09089 -0.80326
C 1.57518 0.73527 -2.10357
C 2.51911 0.31729 -3.03447
C 2.56567 0.90651 -4.28833
C 1.67272 1.92477 -4.59180
C 0.73466 2.32832 -3.65018
C 0.65272 1.74513 -2.38130
P -0.88548 1.78894 -1.10384
C -1.97867 2.53484 -2.39958
C -2.03420 3.91291 -2.58587
C -2.86108 4.47004 -3.55602
C -3.62758 3.65636 -4.37408
C -3.56082 2.27713 -4.21586
C -2.75128 1.72868 -3.23485
C -0.41628 3.19084 -0.03733
C 0.92605 3.41421 0.27451
C 1.28523 4.32849 1.25080
C 0.30758 5.05601 1.92183
C -1.02566 4.87051 1.59398
C -1.38280 3.94343 0.62158
H 2.12061 0.60221 -0.13670
H 1.97992 -0.83195 -0.85213
H 3.21983 -0.46833 -2.76821
H 3.29522 0.57670 -5.01734
H 1.69959 2.39914 -5.56562
H 0.03346 3.10679 -3.92533
H -1.42257 4.56525 -1.97587
H -2.89812 5.54622 -3.67232
H -4.27008 4.08926 -5.13004
H -4.14842 1.62911 -4.85510
H -2.72792 0.65063 -3.11470
H 1.69696 2.86179 -0.25067
H 2.32999 4.47060 1.49701
H 0.58952 5.76698 2.68818
H -1.79548 5.44218 2.09881
H -2.42358 3.80147 0.37184
C -0.28286 -2.61056 -4.67685
C -1.35313 -2.71124 -3.58704
C -0.97018 -1.96124 -2.39588
N -0.68970 -1.35572 -1.46550
H -0.61082 -3.15207 -5.56230
H 0.65920 -3.03854 -4.33651
H -0.10709 -1.56990 -4.94694
H -1.53646 -3.74665 -3.29536
H -2.30298 -2.29773 -3.93300
C -4.82489 0.34550 2.01546
Ge -4.14729 1.09324 0.29909
C -4.77046 2.96603 0.31984
C -5.26994 0.19498 -1.05188
C -2.31162 0.77530 -0.23186
H -5.74835 0.86734 2.27761
H -4.14142 0.43011 2.86165
H -5.07015 -0.71089 1.88734
H -5.86252 2.96163 0.30002
H -4.41518 3.51169 -0.55630
H -4.45946 3.50084 1.21985
H -6.30766 0.13313 -0.71816
H -4.90683 -0.82098 -1.22759
H -5.24314 0.73947 -1.99729
H -2.51794 0.16244 -1.12060
*
```

F_max (eV/A): 0.9
LUMO energy (spin up / spin down) (eV): 0.243 / 0.240
Orbital gap (spin up / spin down) (eV): 5.7 / 5.6

3.
Entry from OMol25: a gas-phase ion, C3H9N2Si2 (charge +1) (ωB97M-V with the def2-TZVPD basis set).

Structure (ORCA input):
```
! wB97M-V def2-TZVPD RIJCOSX def2/J DEFGRID3
* xyz 1 1
Si 2.15692 1.10726 -0.01275
C 0.78591 -0.25099 0.16844
N 0.93676 -1.52999 0.06637
C -0.22336 -2.23541 -0.07074
C -1.28864 -1.40548 -0.03666
N -0.96030 -0.11007 0.17293
Si -1.86841 1.48296 0.00081
H 3.10533 1.26480 -1.19864
H 2.92555 0.79435 1.31407
H 1.17294 2.16745 -0.02729
H 1.89642 -1.81439 0.14660
H -0.32816 -3.24286 -0.23090
H -2.28028 -1.62407 -0.10895
H -1.69228 1.47658 -1.39598
H -1.30962 2.74552 0.44550
H -3.02880 1.17434 0.76717
*
```

F_max (eV/A): 6.6
LUMO energy (eV): -4.313
Structure (SMILES): [SiH3]c1[nH]cc[n+]1[SiH3]
Orbital gap (eV): 9.1

4.
Entry from OMol25: a single C5H7PS3 molecule (ωB97M-V with the def2-TZVPD basis set).

Structure (ORCA input):
```
! wB97M-V def2-TZVPD RIJCOSX def2/J DEFGRID3
* xyz 0 1
S 2.00837 -1.85698 2.27015
P 0.59936 -0.90656 1.00035
S -1.14340 -1.04371 2.24672
C 1.12440 0.69013 0.63022
C 0.79470 1.49393 -0.45482
C -0.23329 1.42099 -1.36028
C -1.25340 0.45439 -1.43559
C -1.25010 -0.83838 -1.02941
S 0.15495 -1.86338 -0.82010
H 2.38684 -2.69651 1.29676
H -1.71390 0.02412 1.69653
H 1.84513 1.05882 1.34850
H 1.41525 2.37946 -0.52362
H -0.36278 2.28104 -2.00345
H -2.20422 0.81041 -1.82386
H -2.16790 -1.40778 -1.03813
*
```

F_max (eV/A): 1.1
LUMO energy (eV): 0.041
Structure (SMILES): SP1(S)=CC=CC=CS1
Orbital gap (eV): 7.3

5.
Entry from OMol25: 2 unconnected molecules or ions with the total composition C46H48FN4O (ωB97M-V with the def2-TZVPD basis set).

Structure (ORCA input):
```
! wB97M-V def2-TZVPD RIJCOSX def2/J DEFGRID3
* xyz 1 1
C 1.96850 -7.02298 1.85109
N 1.56523 -5.96866 0.95185
C 1.23252 -6.25247 -0.34633
O 1.31203 -7.34629 -0.89678
C 0.72240 -4.96649 -0.97637
C -0.69900 -5.05357 -1.52582
C -1.66669 -5.40318 -0.42290
C -1.72356 -6.71245 0.06302
C -2.57892 -7.04311 1.11806
C -3.40307 -6.07144 1.68471
C -3.36595 -4.76321 1.18422
C -2.52800 -4.44240 0.11618
N 0.82114 -4.02385 0.11358
C 0.48689 -2.74001 -0.08602
C 0.37183 -1.84503 0.96625
C 0.01804 -0.51357 0.81718
C -0.21157 0.31706 1.98638
C -1.28251 1.25306 2.09914
C -1.56578 1.92621 3.28531
C -0.77104 1.72963 4.42085
C 0.28422 0.80651 4.34517
C 0.56956 0.12633 3.15696
C 1.20993 -4.62914 1.39121
C 0.05521 -4.66289 2.42573
C 0.73339 -4.69944 3.79084
C 2.16971 -4.14207 3.60956
C 2.41443 -3.95068 2.10839
H 2.51994 -7.76918 1.27179
H 2.61571 -6.60059 2.62289
H 1.10923 -7.51988 2.32902
H 1.43030 -4.66134 -1.76409
H -0.96204 -4.09097 -1.98078
H -0.69850 -5.81034 -2.31622
H -1.09661 -7.47560 -0.40339
H -2.60422 -8.07250 1.47872
H -4.09360 -6.33740 2.48717
H -4.00149 -3.99021 1.61702
H -2.52768 -3.43465 -0.30656
H 0.32032 -2.46188 -1.13297
H 0.54147 -2.25393 1.96674
H -0.04805 -0.08910 -0.17982
H -1.96449 1.38512 1.26110
H -2.42825 2.60184 3.30146
H -0.97383 2.28460 5.33664
H 0.89322 0.60398 5.22491
H 1.39624 -0.58963 3.11626
H -0.55980 -3.76524 2.30952
H -0.59525 -5.51920 2.20654
H 0.17320 -4.10635 4.52855
H 0.77301 -5.73839 4.14968
H 2.27061 -3.18792 4.15256
H 2.90566 -4.84287 4.03227
H 3.35045 -4.40440 1.74558
H 2.45321 -2.89131 1.84529
F 2.50902 4.38539 -0.64666
C 1.32805 4.59809 -1.41710
C 0.91019 6.06450 -1.26652
C 1.57641 6.92577 -0.39144
C 1.08312 8.21605 -0.18623
C -0.09707 8.62515 -0.81632
C -0.75480 7.77166 -1.70600
C -0.25424 6.48222 -1.91267
C 1.66510 4.15271 -2.84597
C 1.79071 5.07393 -3.88892
C 2.00646 4.62388 -5.19801
C 2.19770 3.26521 -5.44535
C 2.17476 2.35523 -4.38415
C 1.96013 2.80694 -3.07904
C 0.21714 3.75437 -0.72040
C -0.14253 4.26925 0.69170
C -1.57985 4.79461 0.65515
C -2.19900 4.25298 -0.61814
N -1.06343 3.77350 -1.50333
C -1.35151 2.54717 -2.16026
C -1.73435 1.48418 -1.33625
C -1.58504 0.16917 -1.78586
N -1.00970 -0.09553 -2.96459
C -0.86166 0.91390 -3.85141
C -1.05781 2.26539 -3.50532
H 2.46244 6.57466 0.14210
H 1.62520 8.88373 0.48861
H -0.50907 9.61753 -0.61668
H -1.65387 8.08635 -2.24140
H -0.78411 5.76825 -2.54556
H 1.70671 6.13898 -3.67380
H 2.02608 5.35277 -6.01203
H 2.37312 2.91320 -6.46034
H 2.32222 1.28899 -4.56321
H 2.00421 2.11384 -2.23886
H 0.59490 2.71675 -0.64721
H -0.09615 3.39685 1.36079
H 0.56904 5.01373 1.05874
H -2.13997 4.44445 1.53259
H -1.60777 5.89500 0.64536
H -2.88365 3.42641 -0.38623
H -2.77472 4.99135 -1.18681
H -1.98989 1.67438 -0.29752
H -1.85262 -0.66791 -1.12303
H -0.56367 0.64329 -4.87263
H -0.89394 3.08317 -4.21114
*
```

F_max (eV/A): 3.0
LUMO energy (eV): -4.662
Orbital gap (eV): 6.2